--- 1 ---
{"formula": "C22H40N4O8RuSSi", "method": "the ωB97M-V functional and the def2-TZVPD basis", "species": ["Ru", "O", "C", "C", "N", "C", "C", "O", "O", "C", "C", "O", "O", "H", "H", "H", "H", "H", "H", "H", "H", "H", "C", "Si", "C", "C", "C", "H", "H", "H", "H", "H", "H", "H", "H", "H", "H", "H", "C", "C", "N", "C", "C", "C", "C", "N", "H", "H", "H", "H", "H", "H", "H", "H", "H", "H", "H", "H", "H", "H", "N", "C", "C", "C", "C", "C", "C", "S", "O", "O", "O", "H", "H", "H", "H", "H", "H"], "coordinates": [[1.14948, 0.53008, 0.83940], [1.25693, -2.11728, 0.18919], [2.29915, -2.84909, 0.82266], [3.50655, -1.96629, 1.09871], [3.17919, -0.72037, 1.79716], [4.29141, 0.21554, 1.77716], [3.76744, 1.61936, 2.06657], [4.47171, 2.41142, 2.66792], [2.59516, 1.86347, 1.57836], [2.78018, -0.95136, 3.19265], [1.32798, -1.37145, 3.33467], [1.01600, -2.27035, 4.09911], [0.50301, -0.70002, 2.59267], [0.60380, -1.89520, 0.87336], [2.60862, -3.64349, 0.14063], [1.93921, -3.31642, 1.74117], [3.97398, -1.70043, 0.14674], [4.23458, -2.55608, 1.67558], [4.74649, 0.23474, 0.78206], [5.07486, -0.03848, 2.49745], [2.85976, 0.00061, 3.72257], [3.43094, -1.68243, 3.68316], [-0.76686, 4.95657, 0.98736], [-0.96782, 3.09133, 0.96909], [-1.04182, 2.51579, 2.76497], [-2.62092, 2.76035, 0.13277], [0.42675, 2.31082, 0.00414], [-1.56400, 5.43892, 1.56078], [-0.80328, 5.35263, -0.03170], [0.19253, 5.24651, 1.42382], [-2.04996, 2.19793, 3.04727], [-0.74648, 3.32294, 3.43872], [-0.36669, 1.68088, 2.96309], [-3.45315, 2.99732, 0.80289], [-2.72946, 1.72171, -0.18316], [-2.72417, 3.38126, -0.76116], [1.34582, 2.89775, 0.02823], [0.15925, 1.98858, -1.00086], [-3.95254, -3.20493, -0.33051], [-3.91042, -1.70746, -0.62383], [-2.98112, -0.97469, 0.23240], [-3.44196, -0.59275, 1.56408], [-3.02164, -1.55451, 2.67531], [-1.71510, -0.70133, -0.15937], [-1.29934, -1.04039, -1.54887], [-0.85527, -0.14233, 0.63793], [-4.50771, -3.72393, -1.11342], [-4.43394, -3.41226, 0.62544], [-2.94143, -3.61456, -0.30315], [-4.89976, -1.26948, -0.48314], [-3.63443, -1.54806, -1.66155], [-4.52901, -0.51858, 1.51748], [-3.06967, 0.40942, 1.78483], [-3.47855, -2.53511, 2.54221], [-3.34117, -1.15878, 3.64110], [-1.93781, -1.68022, 2.71118], [-1.90292, -0.52135, -2.29531], [-1.36645, -2.11310, -1.73676], [-0.27093, -0.73871, -1.66931], [-1.19263, 0.02996, 1.57585], [2.28544, 0.64985, -1.03539], [1.77098, 0.40632, -2.35395], [1.36390, 1.45573, -3.15865], [0.78046, 1.18961, -4.39488], [0.61871, -0.11674, -4.82250], [1.08642, -1.16392, -4.03184], [1.66267, -0.90555, -2.80371], [-0.19882, -0.51164, -6.37063], [-0.73109, 0.75975, -6.83191], [0.86134, -1.06761, -7.19444], [-1.20732, -1.48218, -5.96393], [2.62756, 1.59554, -0.90725], [2.99365, -0.02635, -0.78145], [1.47502, 2.47671, -2.81119], [0.43401, 1.99160, -5.03349], [0.96243, -2.17895, -4.38804], [1.99229, -1.71677, -2.16452]], "lumo_energy_ev": [2.2, 2.0], "charge": -1, "multiplicity": 2, "e_homo_ha": [-0.21139, -0.21139], "s2": 0.76}

---

--- 2 ---
{"formula": "C22H40N4O8RuSSi", "method": "the ωB97M-V functional and the def2-TZVPD basis", "species": ["Ru", "O", "C", "C", "N", "C", "C", "O", "O", "C", "C", "O", "O", "H", "H", "H", "H", "H", "H", "H", "H", "H", "C", "Si", "C", "C", "C", "H", "H", "H", "H", "H", "H", "H", "H", "H", "H", "H", "C", "C", "N", "C", "C", "C", "C", "N", "H", "H", "H", "H", "H", "H", "H", "H", "H", "H", "H", "H", "H", "H", "N", "C", "C", "C", "C", "C", "C", "S", "O", "O", "O", "H", "H", "H", "H", "H", "H"], "coordinates": [[-0.05979, 0.63108, 0.52711], [2.26991, -0.02622, 1.81881], [3.43791, 0.16088, 1.04991], [3.30241, 1.32798, 0.06881], [2.07891, 1.23738, -0.72569], [1.66001, 2.56588, -1.15689], [1.07291, 3.40728, 0.03371], [0.98831, 4.61578, -0.11629], [0.75891, 2.74998, 1.06581], [2.21721, 0.34548, -1.86889], [0.80681, 0.02228, -2.46959], [0.64201, 0.08038, -3.67429], [-0.06319, -0.30982, -1.61199], [2.07071, 0.79478, 2.29791], [3.61361, -0.77482, 0.51471], [4.30001, 0.33718, 1.70841], [4.19251, 1.37338, -0.58099], [3.25201, 2.25478, 0.64811], [0.86321, 2.46748, -1.89789], [2.48611, 3.12798, -1.61579], [2.64861, -0.60982, -1.55429], [2.84891, 0.78478, -2.65469], [-3.27969, -1.87922, 3.69511], [-1.74349, -0.72902, 3.63411], [-0.52779, -1.32242, 4.98571], [-2.35849, 1.03188, 4.09361], [-0.93249, -0.88742, 1.95851], [-3.73489, -1.89292, 4.68001], [-3.00699, -2.89952, 3.44471], [-4.03749, -1.56522, 2.98461], [-0.99359, -1.35082, 5.96671], [0.33981, -0.67412, 5.04611], [-0.17239, -2.32342, 4.76151], [-2.63149, 1.09798, 5.14331], [-3.23859, 1.29888, 3.51401], [-1.58669, 1.77238, 3.90181], [-1.67019, -1.08442, 1.16001], [-0.18759, -1.68212, 1.97821], [-2.76919, 1.28228, -3.25659], [-1.93539, 2.02398, -2.21649], [-2.68719, 2.97948, -1.42309], [-3.01969, 4.21328, -2.10609], [-1.85629, 5.20608, -2.08689], [-2.70909, 2.87288, -0.07869], [-3.56989, 3.86148, 0.67551], [-2.10919, 1.91088, 0.53331], [-2.14899, 0.48098, -3.65159], [-3.06979, 1.92648, -4.08229], [-3.65869, 0.84978, -2.80529], [-1.11019, 2.53458, -2.72329], [-1.52389, 1.28218, -1.52579], [-3.90759, 4.66978, -1.66339], [-3.26389, 3.95718, -3.14039], [-1.56389, 5.45348, -1.07049], [-2.13009, 6.11608, -2.61329], [-0.98119, 4.78318, -2.57099], [-4.57729, 3.87148, 0.26221], [-3.15779, 4.86648, 0.62631], [-3.62869, 3.56548, 1.71991], [-2.23549, 1.93458, 1.54191], [1.01531, -2.51522, -0.05499], [1.68071, -3.60032, -0.54769], [2.86161, -4.05092, 0.05981], [3.50291, -5.18692, -0.39949], [2.94161, -5.89572, -1.43749], [1.81501, -5.44792, -2.09399], [1.17491, -4.31012, -1.64629], [3.81091, -7.35562, -2.08959], [4.75111, -7.73532, -1.04969], [2.77611, -8.33382, -2.36939], [4.41481, -6.73642, -3.26959], [1.50201, -1.90152, 0.58381], [0.33461, -2.05842, -0.65189], [3.26311, -3.49272, 0.89491], [4.41381, -5.54692, 0.05231], [1.43791, -6.00642, -2.93429], [0.29081, -3.94252, -2.14499]], "lumo_energy_ev": [-0.5, 0.2], "charge": -1, "multiplicity": 2, "e_homo_ha": [-0.16774, -0.16779], "s2": 0.93}

---

Most stable structure - 1; separation to the second - 3.429 eV.